{"formula": "C6H12NO", "method": "ωB97M-V/def2-TZVPD", "species": ["O", "N", "C", "C", "C", "C", "C", "C", "H", "H", "H", "H", "H", "H", "H", "H", "H", "H", "H", "H"], "positions_angstrom": [[0.15, -2.27, 0.51], [-0.16, 1.17, -0.23], [1.62, 2.60, -0.92], [0.94, 1.46, -0.99], [-2.29, 0.06, 0.07], [-0.16, -0.99, 0.99], [-0.79, -0.09, -0.17], [1.32, -2.76, 0.48], [-0.92, -1.11, 1.76], [1.21, 0.69, -1.70], [1.44, -3.72, 0.01], [2.45, 2.80, -1.57], [-0.62, -0.62, -1.12], [1.36, 3.38, -0.22], [2.18, -2.25, 0.91], [-2.48, 0.54, 1.02], [-2.73, 0.66, -0.72], [-0.46, 1.87, 0.44], [-2.78, -0.91, 0.06], [0.73, -0.50, 1.41]], "mulliken_charge": [-0.109, -0.227, -0.920, 0.176, -1.610, -0.535, 0.142, 0.082, 0.315, 0.254, 0.297, 0.260, 0.367, 0.262, 0.287, 0.425, 0.400, 0.238, 0.405, 0.492], "largest_force_ev_per_a": 3.38, "charge": 1, "e_above_lowest_ev": 2.6947, "total_energy_ev": -9944.4101, "lumo_ev": [-6.472, -6.470], "multiplicity": 1}